# C3H7NO

One molecule with the formula C3H7NO (ωB97M-V with the def2-TZVPD basis set, the Open Molecules 2025 dataset).

```
12
Properties=species:S:1:pos:R:3:forces:R:3:nbo_charge:R:1
C 1.5480 0.5327 1.1008 0.3 0.1 0.3 -0.4321
N 0.5394 0.5439 0.0588 -0.4 -0.5 0.0 -0.5335
C 0.2962 -0.5961 -0.4219 0.0 0.2 0.3 0.4279
O -0.8434 -0.9408 -1.0211 0.1 -0.1 -0.3 -0.4951
C -1.8904 0.0281 -1.0104 -0.2 0.1 -0.1 -0.2756
H 1.4340 -0.3762 1.7038 0.3 0.2 0.1 0.1777
H 2.5837 0.5898 0.7507 -0.1 0.1 -0.1 0.1906
H 1.3431 1.3839 1.7509 0.2 0.0 0.0 0.2047
H 0.9669 -1.4592 -0.3584 -0.1 0.0 0.1 0.1409
H -1.6019 0.9192 -0.4518 0.0 -0.2 -0.1 0.2207
H -2.0895 0.2780 -2.0497 -0.2 0.1 0.0 0.1876
H -2.7665 -0.4396 -0.5556 0.1 0.0 -0.1 0.1861
```
Forces are in eV/Å.

Computed properties:
Gap between HOMO and LUMO ... 10.5 eV
Relative energy (zero: lowest compared OMol25 entry of this formula, charge and spin) ... 42.01 kcal/mol
SMILES ... C/N=C/OC

# C3H7NO

One molecule with the formula C3H7NO at a distorted geometry (ωB97M-V with the def2-TZVPD basis set, the Open Molecules 2025 dataset).

```
12
Properties=species:S:1:pos:R:3:forces:R:3:nbo_charge:R:1
C -1.6378 0.3816 0.1912 0.7 -0.2 0.0 -0.6072
C -0.4053 -0.5207 0.5668 0.6 -1.9 -0.2 -0.3748
C 1.1711 -0.0350 0.2361 -3.8 2.3 -1.5 0.6055
N 2.0466 -0.2105 -0.8509 -0.4 -0.4 0.4 -0.8785
O 0.8411 1.1180 0.4759 2.8 2.5 0.5 -0.5824
H -2.5465 -0.2413 0.2948 0.5 0.1 0.0 0.2073
H -1.7774 1.2615 0.8314 0.4 -0.3 -0.1 0.2192
H -1.6105 0.7231 -0.8488 0.1 -0.1 0.2 0.2088
H -0.4565 -1.3978 -0.0378 -0.7 -1.2 0.1 0.1879
H -0.4221 -0.7156 1.6362 0.0 -0.4 -0.2 0.2164
H 2.6953 -0.9612 -1.0226 -0.4 -0.1 0.2 0.3961
H 2.1020 0.5978 -1.4722 0.2 -0.3 0.7 0.4018
```
Forces are in eV/Å.

Computed properties:
Gap between HOMO and LUMO ... 9.3 eV
Relative energy (zero: lowest compared OMol25 entry of this formula, charge and spin) ... 71.47 kcal/mol
SMILES ... CCC(N)=O

> Among the records above, which one has the lowest relative energy (zero: lowest compared OMol25 entry of this formula, charge and spin)?

number 1

> Number 1 is which compound?

C3H7NO